DFT (wB97M-V/def2-TZVPD) results for a structure of composition C19H11BrN7O5PbS in a non-equilibrium geometry.

Gap between HOMO and LUMO (alpha / beta) (eV): 5.3 / 5.3
E_tot (hartree): -4654.85314
Molecular weight (g mol⁻¹): 736.51
E_HOMO (alpha / beta) (eV): -11.61 / -11.61
Total charge: +1
LUMO energy (alpha / beta) (eV): -6.32 / -6.32

The geometry in XYZ format:
```
45
Properties=species:S:1:pos:R:3:lowdin_charge:R:1
Pb 0.52377 -0.35252 0.52351 1.39
O -3.78300 -2.06868 1.64861 0.13
C -2.76867 -1.44744 1.53559 -0.50
O -1.73917 -1.87633 0.76284 -0.45
C -2.52033 -0.11750 2.16942 -0.17
C -3.54147 0.42373 2.93198 0.04
C -3.37891 1.69933 3.45316 0.01
C -2.20583 2.38259 3.19205 0.04
C -1.21698 1.75406 2.44407 -0.16
N -1.36804 0.53095 1.94943 0.06
C 0.11780 2.47797 2.19338 -0.61
O 0.25807 3.57446 2.69884 0.08
O 0.97407 1.80944 1.51201 -0.24
H -4.43816 -0.15865 3.08824 0.13
H -4.16019 2.15497 4.04584 0.13
H -2.02852 3.38755 3.54614 0.13
S -2.10689 -3.24844 -0.15005 1.15
C -0.53216 -3.48430 -0.89069 -0.56
C -0.47152 -4.48375 -1.86259 -0.07
C 0.75868 -4.79770 -2.39986 -0.03
C 1.89081 -4.12361 -1.94906 -0.04
C 1.72479 -3.12436 -1.01662 -0.14
N 0.53300 -2.79344 -0.50199 -0.06
H -1.37556 -4.99265 -2.17239 0.12
H 0.84186 -5.55725 -3.16504 0.12
H 2.87621 -4.37080 -2.31616 0.11
H 2.57293 -2.55384 -0.65024 0.10
Br 3.99501 0.74070 1.25719 0.96
C 3.30300 1.55714 -0.33813 -0.67
C 3.93798 2.68701 -0.80206 -0.07
C 3.52688 3.16852 -2.03840 -0.02
C 2.54512 2.48369 -2.73729 -0.02
C 1.96642 1.36854 -2.15546 -0.11
N 2.33166 0.92211 -0.95001 -0.06
H 4.71967 3.16397 -0.22955 0.12
H 3.98701 4.05573 -2.45080 0.13
H 2.21469 2.81719 -3.71021 0.12
H 1.17095 0.82075 -2.64217 0.10
O 2.03793 0.09434 3.55861 0.22
N 2.43759 -0.49117 2.75097 0.02
N -0.75945 0.26234 -1.11751 -0.02
C -1.81566 0.58892 -1.55310 -0.31
N -2.92934 0.81669 -2.01380 0.12
C -3.68970 1.75732 -2.50686 -0.35
N -4.41636 2.54244 -2.94180 0.13
```

DFT (wB97M-V/def2-TZVPD) results for a structure of composition C25H24Cl5NRhSi in a non-equilibrium geometry.

Gap between HOMO and LUMO (alpha / beta) (eV): 6.8 / 6.8
E_tot (hartree): -3722.51251
Molecular weight (g mol⁻¹): 646.73
E_HOMO (alpha / beta) (eV): -11.43 / -11.43
Total charge: +1
LUMO energy (alpha / beta) (eV): -4.67 / -4.67

The geometry in XYZ format:
```
57
Properties=species:S:1:pos:R:3:lowdin_charge:R:1
Rh 0.10494 0.00558 1.38181 0.71
Cl 2.85780 -1.02281 -1.03356 0.77
C 2.67250 0.56384 -0.40838 -0.66
C 1.59560 0.88733 0.40866 -0.29
C 1.52299 2.19768 0.83038 -0.65
Cl 0.10802 2.49915 1.83200 0.77
C 2.42379 3.19737 0.52485 -0.71
Cl 2.20234 4.78320 1.12252 0.74
C 3.49947 2.84832 -0.28926 -0.69
Cl 4.65442 4.03357 -0.71800 0.74
C 3.61945 1.53565 -0.75634 -0.69
Cl 4.93935 1.12175 -1.76613 0.72
C -1.20978 -0.35760 -0.08873 -0.25
Si -2.34347 -1.67854 0.63728 0.65
C -1.60430 -3.40483 0.30761 -0.16
N -0.15474 -3.46011 0.26876 -0.17
C 0.56941 -3.68302 -0.96923 -0.14
C 1.62820 -4.78744 -0.77322 -0.14
C 2.09891 -4.84211 0.68505 -0.17
C 2.00835 -3.45721 1.32803 -0.16
C 0.54470 -3.05612 1.35218 -0.19
C -4.06883 -1.71427 -0.05444 -0.26
C -4.27099 -1.88746 -1.42754 -0.10
C -5.54852 -1.91511 -1.96056 -0.07
C -6.64896 -1.76969 -1.12486 -0.07
C -6.46760 -1.59368 0.23808 -0.07
C -5.18539 -1.56292 0.76883 -0.09
C -2.32049 -1.53683 2.51899 -0.27
C -2.69029 -2.62340 3.32403 -0.09
C -2.55005 -2.57785 4.70116 -0.05
C -2.01868 -1.45115 5.32252 -0.06
C -1.66493 -0.35422 4.55859 -0.06
C -1.83534 -0.40577 3.17694 -0.17
H -1.72071 0.59653 -0.25560 0.04
H -0.71189 -0.64884 -1.01612 0.03
H -2.00895 -3.81489 -0.61696 0.10
H -1.97787 -4.03207 1.12383 0.09
H 1.04950 -2.75395 -1.28066 0.06
H -0.14506 -3.94750 -1.74551 0.13
H 2.46658 -4.57874 -1.43985 0.12
H 1.21963 -5.75390 -1.06665 0.11
H 3.12006 -5.21620 0.74444 0.12
H 1.47481 -5.53526 1.25306 0.12
H 2.59955 -2.74408 0.75935 0.05
H 2.39532 -3.45219 2.34646 0.12
H 0.51224 -1.74523 1.51128 0.08
H 0.02676 -3.34327 2.27071 0.15
H -3.42203 -1.99890 -2.09556 0.10
H -5.68935 -2.04838 -3.02495 0.11
H -7.64811 -1.79186 -1.53926 0.11
H -7.32442 -1.47777 0.88857 0.11
H -5.05836 -1.41898 1.83608 0.10
H -3.11200 -3.51628 2.87682 0.11
H -2.85656 -3.42656 5.29861 0.11
H -1.90411 -1.42616 6.39770 0.11
H -1.28505 0.54304 5.02950 0.11
H -1.68363 0.51941 2.62164 0.05
```

DFT (wB97M-V/def2-TZVPD) results for a cluster of 2 separate species, C3H7NO2 in total in a non-equilibrium geometry.

Gap between HOMO and LUMO (eV): 10.4
E_tot (hartree): -323.73526
Relative energy (zero: lowest compared OMol25 entry of this formula, charge and spin) (kJ/mol): 120.0
SMILES string: N=C=O.CCO
Molecular weight (g mol⁻¹): 89.09
E_HOMO (eV): -9.94
Total charge: 0
LUMO energy (eV): 0.49

The geometry in XYZ format:
```
13
Properties=species:S:1:pos:R:3:lowdin_charge:R:1
C -1.54557 0.24308 0.21102 -0.09
C -0.81243 -0.00894 -1.11106 -0.34
O 0.28596 0.84704 -1.35317 -0.10
C 1.80204 -0.68144 1.37306 -0.35
O 1.33803 -1.44060 2.13282 0.17
N 2.20379 0.13896 0.55950 0.17
H -1.79633 1.30406 0.30935 0.08
H -0.94149 -0.05116 1.08108 0.05
H -2.47444 -0.34147 0.25552 0.08
H -0.55603 -1.08584 -1.17145 0.11
H -1.49894 0.19312 -1.93558 0.11
H 3.15109 0.05374 0.21574 0.11
H 0.84433 0.82946 -0.56682 0.01
```

DFT (wB97M-V/def2-TZVPD) results for a cluster of 2 separate species, C19H17BF3NO in total in a non-equilibrium geometry.

Gap between HOMO and LUMO (eV): 3.6
E_tot (hartree): -1188.76266
Relative energy (zero: lowest compared OMol25 entry of this formula, charge and spin) (kJ/mol): 0.0
Molecular weight (g mol⁻¹): 343.16
E_HOMO (eV): -6.05
Total charge: 0
LUMO energy (eV): -2.47

The geometry in XYZ format:
```
42
Properties=species:S:1:pos:R:3:lowdin_charge:R:1
C 5.06216 -0.93866 4.33602 -0.04
C 4.77768 -0.37945 3.00175 -0.34
C 5.69891 0.00084 2.04857 -0.06
C 4.97242 0.46677 0.96096 -0.06
C 3.64635 0.35558 1.28550 -0.13
B 2.36026 0.74635 0.40817 -1.15
F 2.81727 1.24820 -0.79892 0.10
F 1.60427 -0.39846 0.20589 0.10
F 1.63735 1.70832 1.09759 0.10
O 3.51364 -0.16129 2.53104 0.09
H 6.13380 -1.03006 4.51042 0.08
H 4.63693 -0.29773 5.10758 0.07
H 4.60790 -1.92418 4.43249 0.07
H 6.77183 -0.05229 2.13098 0.10
H 5.36160 0.84783 0.03154 0.10
C 0.11609 1.42351 -3.00814 -0.01
C -0.98675 1.71011 -2.08713 0.09
N -1.78649 0.77263 -1.53888 0.10
C -2.85607 1.08828 -0.64790 -0.11
C -3.31838 2.30838 -0.16126 0.01
C -4.39597 2.32430 0.69959 -0.06
C -5.02362 1.13863 1.08530 -0.06
C -4.58142 -0.07634 0.61529 0.01
C -3.49068 -0.10456 -0.25685 -0.09
C -2.80925 -1.19098 -0.90704 -0.09
C -1.76802 -0.64818 -1.68706 -0.09
C -0.95030 -1.50293 -2.42430 0.02
C -1.17553 -2.86192 -2.37607 -0.05
C -2.20751 -3.39248 -1.60248 -0.05
C -3.02706 -2.56915 -0.86731 0.01
H 0.62168 2.33871 -3.32206 0.10
H 0.86426 0.78557 -2.53538 0.10
H -0.24532 0.92593 -3.90962 0.11
H -1.18126 2.73404 -1.82869 0.14
H -2.83874 3.22414 -0.45496 0.11
H -4.75955 3.26551 1.08049 0.11
H -5.86425 1.17702 1.75912 0.11
H -5.05720 -0.99601 0.90530 0.12
H -0.14935 -1.11655 -3.02594 0.10
H -0.54381 -3.52535 -2.94470 0.11
H -2.36210 -4.45891 -1.58195 0.11
H -3.82577 -2.96519 -0.26698 0.12
```

DFT (wB97M-V/def2-TZVPD) results for a cluster of 2 separate species, C4H12NO2 in total in a non-equilibrium geometry.

Gap between HOMO and LUMO (eV): 5.8
E_tot (hartree): -364.76336
Relative energy (zero: lowest compared OMol25 entry of this formula, charge and spin) (kJ/mol): 241.9
Molecular weight (g mol⁻¹): 106.14
E_HOMO (eV): -2.33
Total charge: -1
LUMO energy (eV): 3.43

The geometry in XYZ format:
```
19
Properties=species:S:1:pos:R:3:lowdin_charge:R:1
C 0.85164 1.45795 0.02875 -0.13
C -0.56679 1.87895 0.51513 -0.32
N -1.66963 0.95661 0.18055 -0.13
C -1.44134 -0.42848 -0.32747 -0.24
C -0.85603 -1.29158 0.79966 -0.56
O -1.15995 -0.76793 2.03094 -0.37
H 1.52233 2.19887 0.45344 0.05
H 0.90094 1.28537 -1.02527 0.04
H 1.25579 0.52935 0.52908 0.07
H -0.53262 2.08517 1.59947 0.09
H -0.68921 2.97843 0.06403 0.10
H -2.30963 1.06198 1.02501 0.11
H -0.95992 -0.43938 -1.30569 0.08
H -2.47803 -0.86580 -0.48152 0.10
H -1.27279 -2.38253 0.63373 0.07
H 0.21271 -1.63412 0.75375 0.05
H 3.48545 -2.60872 -1.29793 0.07
H 2.45148 -1.73214 -1.92983 0.07
O 3.25563 -2.28200 -2.24581 -0.15
```

DFT (wB97M-V/def2-TZVPD) results for the molecule C4H7NO.

Gap between HOMO and LUMO (eV): 7.5
E_tot (hartree): -286.48476
Relative energy (zero: lowest compared OMol25 entry of this formula, charge and spin) (kJ/mol): 385.6
SMILES string: [O-]/C=C/[NH+]1CC1
Molecular weight (g mol⁻¹): 85.11
E_HOMO (eV): -7.21
Total charge: 0
LUMO energy (eV): 0.33

The geometry in XYZ format:
```
13
Properties=species:S:1:pos:R:3:lowdin_charge:R:1
O -2.78952 -0.83233 1.37374 -0.08
C -1.88036 -0.43993 0.64070 -0.43
C -0.64135 0.08752 1.00781 -0.14
N 0.20524 0.61582 -0.04613 -0.11
C 0.64762 -0.27438 -1.15120 -0.05
C 1.61705 0.16160 -0.13307 -0.05
H -1.99960 -0.52257 -0.48122 0.11
H -0.30998 0.36172 1.99930 0.09
H -0.00381 1.58746 -0.26847 0.17
H 0.70956 0.14912 -2.14980 0.12
H 0.21503 -1.26346 -1.06450 0.12
H 1.85583 -0.52432 0.67176 0.12
H 2.37430 0.89377 -0.39892 0.12
```

DFT (wB97M-V/def2-TZVPD) results for a cluster of 5 separate species, C6H23NO4S in total in a non-equilibrium geometry.

Gap between HOMO and LUMO (alpha / beta) (eV): 9.4 / 5.1
Spin multiplicity: 2
E_tot (hartree): -995.96644
Relative energy (zero: lowest compared OMol25 entry of this formula, charge and spin) (kJ/mol): 21.0
Molecular weight (g mol⁻¹): 205.32
E_HOMO (alpha / beta) (eV): -12.06 / -12.04
Total charge: +1
LUMO energy (alpha / beta) (eV): -2.68 / -6.90
<S²>: 0.75

The geometry in XYZ format:
```
35
Properties=species:S:1:pos:R:3:lowdin_charge:R:1
C 0.85861 -0.15756 -1.45472 -0.13
C 1.14460 1.37140 -1.43618 -0.29
C 0.36855 2.16157 -2.47154 -0.51
S 0.76973 1.53426 -4.19924 0.72
C 0.28636 -0.76664 -0.11784 -0.15
N 0.52780 -0.01721 1.05706 0.14
C -0.57234 0.47883 1.84251 -0.18
C -1.53977 1.47404 1.16818 -0.01
H 0.04940 -0.31906 -2.17151 0.09
H 1.69273 -0.74877 -1.81358 0.11
H 2.18904 1.47906 -1.72022 0.10
H 0.93468 1.74198 -0.43845 0.06
H -0.71305 2.16286 -2.34587 0.07
H 0.67467 3.20355 -2.54850 0.07
H -0.25182 0.65257 -4.14448 -0.14
H -0.72752 -1.13994 -0.17134 0.13
H 0.98584 -1.61963 0.02133 0.15
H 1.33780 0.61248 1.04448 0.14
H -0.11079 0.81786 2.77023 0.14
H -1.19937 -0.37685 2.11403 0.08
H -1.55335 1.28816 0.09590 0.08
H -1.37758 2.49596 1.50130 0.09
H -2.54391 1.27444 1.55184 0.08
H 2.33771 2.95424 1.13342 0.06
H 3.77177 2.72496 0.93322 0.07
O 2.92747 2.29031 0.75041 -0.05
H -2.34042 -1.16770 2.63290 -0.03
H -3.77287 -1.09102 2.03221 0.05
O -3.26824 -1.09132 2.85016 -0.04
H 0.28516 -3.96033 -1.36202 0.06
H 1.52262 -4.33785 -0.78288 0.07
O 0.63115 -4.10556 -0.46571 -0.06
H -0.32424 -3.13527 1.27036 0.02
H -1.73653 -3.74221 1.55652 0.07
O -1.26388 -2.94162 1.31797 -0.05
```

DFT (wB97M-V/def2-TZVPD) results for the molecule C8H13N3O in a non-equilibrium geometry.

Gap between HOMO and LUMO (alpha / beta) (eV): 6.3 / 5.8
Spin multiplicity: 3
E_tot (hartree): -551.84322
Relative energy (zero: lowest compared OMol25 entry of this formula, charge and spin) (kJ/mol): 261.8
Molecular weight (g mol⁻¹): 167.21
E_HOMO (alpha / beta) (eV): -5.47 / -8.73
Total charge: 0
LUMO energy (alpha / beta) (eV): 0.78 / -2.91
<S²>: 2.01

The geometry in XYZ format:
```
25
Properties=species:S:1:pos:R:3:lowdin_charge:R:1
C 1.62919 -0.40166 -1.80505 -0.23
C 1.61264 -0.72631 -0.34947 -0.47
C -1.42794 -0.36303 0.12486 -0.27
C -2.80660 -0.78921 0.64875 -0.03
C 0.59700 -1.83404 -0.07083 -0.08
C -0.72280 -1.37388 -0.68477 -0.15
C -0.81683 0.71246 0.65116 -0.06
C 1.41835 1.63245 1.22106 -0.05
N 1.76712 -0.18415 -2.91723 0.15
N 0.36307 1.85450 -0.98264 0.06
N 0.52018 1.05218 0.21198 -0.29
O 2.68643 -0.55399 0.22632 0.18
H -3.40466 -0.92790 -0.34005 0.13
H -3.09056 -0.12869 1.43637 0.07
H 0.86728 -2.82882 -0.56216 0.14
H 0.58708 -2.00291 0.96380 0.10
H -1.42618 -2.16690 -0.77691 0.11
H -0.59172 -0.75987 -1.60938 0.13
H -1.10562 1.49471 1.33733 0.11
H 2.14706 0.91027 1.48738 0.05
H 1.93868 2.40465 0.74738 0.06
H 0.90199 2.01634 2.17980 0.11
H -2.76059 -1.71026 1.09192 0.04
H 1.28655 1.87748 -1.34435 0.05
H -0.16911 2.79660 -0.88527 0.14
```

DFT (wB97M-V/def2-TZVPD) results for the molecule CH4P2 in a non-equilibrium geometry.

Gap between HOMO and LUMO (eV): 8.3
E_tot (hartree): -723.01822
Relative energy (zero: lowest compared OMol25 entry of this formula, charge and spin) (kJ/mol): 337.8
SMILES string: C#[PH]P
Molecular weight (g mol⁻¹): 77.99
E_HOMO (eV): -8.78
Total charge: 0
LUMO energy (eV): -0.50

The geometry in XYZ format:
```
7
Properties=species:S:1:pos:R:3:lowdin_charge:R:1
C -1.63397 0.71587 -0.81808 -0.36
P -0.62691 -0.04962 0.27309 0.31
P 1.30180 0.01193 0.44952 0.44
H -1.25578 0.54079 -1.91198 -0.05
H -0.82298 0.48929 1.49968 -0.10
H 1.30322 -1.08254 1.31764 -0.15
H 1.73461 -0.62571 -0.80987 -0.10
```

- What is the total charge in the sixth record?
  0